C36H18F15GeMnN4O4SSe | the ωB97M-V functional and the def2-TZVPD basis

```
! RIJCOSX wB97M-V def2-TZVPD def2/J DEFGRID3
* xyz 0 5
Mn 0.0646 0.9930 0.3277
O -5.7799 0.2386 -2.8600
C -5.5801 -0.6205 -1.9665
O -6.2566 -1.5530 -1.5004
C -4.1900 -0.4523 -1.3408
C -3.0485 -0.8771 -2.0303
C -1.8023 -0.5967 -1.5307
N -1.6401 0.0956 -0.3895
C -2.7365 0.4812 0.3027
C -4.0056 0.2109 -0.1199
C -2.4386 1.3178 1.5071
O -3.2563 1.6425 2.3196
O -1.1516 1.6890 1.5588
H -3.1415 -1.3969 -2.9768
H -0.8986 -0.8869 -2.0511
H -4.8396 0.5476 0.4837
F -0.2200 -4.2817 0.9110
C -0.3489 -4.2121 -0.4176
C 0.4101 -3.3335 -1.1769
C 0.1550 -3.3092 -2.5414
F 0.8231 -2.4427 -3.3204
C -0.7650 -4.1356 -3.1418
F -0.9795 -4.0896 -4.4537
C -1.4757 -5.0248 -2.3571
F -2.3502 -5.8409 -2.9173
C -1.2774 -5.0588 -0.9923
F -1.9752 -5.9037 -0.2450
Ge 1.7906 -2.1203 -0.4954
S 1.5012 -0.0508 -1.1118
C 3.5766 -2.5843 -1.1634
C 3.8698 -3.4977 -2.1618
F 2.9089 -4.2286 -2.7355
C 5.1637 -3.7220 -2.5897
F 5.4172 -4.5953 -3.5598
C 6.2034 -3.0353 -1.9976
F 7.4482 -3.2425 -2.4003
C 5.9512 -2.1333 -0.9831
F 6.9609 -1.4900 -0.4006
C 4.6499 -1.9177 -0.5914
F 4.4398 -1.0366 0.3987
C 1.9332 -2.4451 1.4517
C 2.7017 -3.4898 1.9424
F 3.2757 -4.3638 1.1086
C 2.8877 -3.6975 3.2934
F 3.6117 -4.7196 3.7336
C 2.3129 -2.8277 4.1981
F 2.5132 -2.9931 5.4967
C 1.5162 -1.7962 3.7505
F 0.9440 -0.9647 4.6202
C 1.3254 -1.6514 2.3958
F 0.4630 -0.6901 2.0047
C 1.5384 5.3765 0.3835
N 1.0060 4.9196 1.6663
C 0.3364 5.7328 2.5625
C 0.0182 4.9660 3.6233
N 0.5016 3.6997 3.3701
C 0.3436 2.5427 4.2654
C 1.0922 3.6706 2.1637
Se 1.9915 2.2104 1.3968
H 0.7282 5.7202 -0.2558
H 2.0662 4.5543 -0.0876
H 2.2350 6.1963 0.5451
H 0.1552 6.7769 2.3661
H -0.4971 5.2125 4.5373
H -0.0758 2.8934 5.2037
H 1.3119 2.0823 4.4409
H -0.3220 1.8217 3.8120
N -0.3733 2.8293 -1.1495
C -1.7704 2.9421 -1.4820
C -2.2605 2.4108 -2.6667
C -3.6268 2.4223 -2.9135
C -4.5043 2.9677 -1.9848
C -4.0026 3.5335 -0.8223
C -2.6354 3.5294 -0.5711
H -0.0506 3.6312 -0.6292
H 0.2154 2.6848 -1.9580
H -1.5737 1.9481 -3.3723
H -4.0170 1.9893 -3.8263
H -5.5706 2.9125 -2.1603
H -4.6780 3.9636 -0.0926
H -2.2431 3.9526 0.3505
*
```

## Properties
⟨S²⟩ = 6.101
HOMO (spin up / spin down) = -7.864 / -7.851 eV
LUMO (spin up / spin down) = -2.2 / -0.7 eV